# 1
Entry from the Open Molecules 2025 dataset: an isolated molecule of C7H6N4S (the ωB97M-V functional and the def2-TZVPD basis).

As for the relative energy (zero: lowest compared OMol25 entry of this formula, charge and spin): 56.9 kcal per mole. The energy is -24149.660 eV. Its HOMO energy is -8.7 eV. Its largest force on an atom is 9.5 eV Å⁻¹. Its net charge is 0. Its SMILES is Nc1nccc(-c2nccs2)n1.

Last column: Mulliken charge in e.
Cartesian coordinates (Å):
N1 -3.094 -0.331 -1.617  -0.513
C1 -1.899 -0.769 -1.066  0.477
N2 -1.721 -2.118 -1.040  -0.597
C2 -0.562 -2.474 -0.485  0.041
C3 0.381 -1.629 0.051  -0.913
C4 0.052 -0.239 -0.122  0.552
C5 0.940 0.806 0.528  0.376
N3 1.990 0.470 1.307  -0.462
C6 2.581 1.652 1.586  -0.571
C7 2.197 2.739 1.033  -0.275
S1 0.848 2.428 0.005  -0.083
N4 -1.127 0.141 -0.636  -0.493
H1 -3.761 -1.189 -1.830  0.280
H2 -3.425 0.796 -1.373  0.306
H3 -0.349 -3.759 -0.248  0.187
H4 1.180 -1.952 0.409  0.714
H5 3.270 1.737 2.340  0.447
H6 2.499 3.691 1.157  0.527



# 2
Entry from the Open Molecules 2025 dataset: a structure of composition C50H45ClN2P3Rh (the ωB97M-V functional and the def2-TZVPD basis).

As for the relative energy (zero: lowest compared OMol25 entry of this formula, charge and spin): 99.0 kcal per mole. The energy is -98942.701 eV. Its HOMO energy is -12.5 eV. Its largest force on an atom is 2.8 eV Å⁻¹. Its net charge is +2.

Last column: Mulliken charge in e.
Cartesian coordinates (Å):
Rh1 0.652 -0.422 -1.304  -1.027
N1 3.155 -0.309 -1.926  -0.151
C1 3.901 0.860 -1.635  0.181
C2 5.290 0.858 -1.601  -0.575
C3 5.977 2.047 -1.425  -0.787
C4 5.286 3.242 -1.280  -0.814
C5 3.902 3.249 -1.257  -0.638
C6 3.204 2.053 -1.403  -0.159
P1 1.387 1.932 -1.340  0.786
C7 0.919 1.675 0.409  -0.068
C8 1.853 1.477 1.368  -1.500
C9 1.581 0.893 2.692  -0.540
C10 -0.539 0.476 2.840  -0.209
C11 -1.183 0.988 1.605  -1.759
C12 -0.529 1.506 0.554  -0.284
C13 0.804 3.615 -1.678  0.774
C14 0.927 4.115 -2.973  -0.493
C15 0.530 5.410 -3.251  -0.808
C16 0.001 6.203 -2.244  -0.574
C17 -0.104 5.715 -0.951  -0.825
C18 0.295 4.423 -0.662  -0.229
H1 3.671 -1.161 -1.712  0.305
H2 2.920 -0.337 -2.920  0.363
H3 5.830 -0.068 -1.747  0.517
H4 7.057 2.043 -1.425  0.441
H5 5.832 4.167 -1.178  0.462
H6 3.368 4.177 -1.116  0.560
H7 2.880 1.719 1.136  0.423
H8 2.487 0.778 3.290  0.682
H9 -1.267 0.052 3.532  0.840
H10 -2.264 0.986 1.593  0.508
H11 -1.121 1.896 -0.272  1.343
H12 1.339 3.489 -3.754  0.450
H13 0.638 5.807 -4.249  0.461
H14 -0.316 7.210 -2.466  0.444
H15 -0.501 6.339 -0.166  0.471
H16 0.241 4.052 0.352  0.406
C19 -0.561 -2.583 0.979  -2.321
N2 -1.865 -2.000 1.131  0.291
C20 -2.604 -1.757 -0.087  -1.811
P2 -1.727 -0.997 -1.573  1.303
C21 -2.794 0.414 -2.026  1.291
C22 -2.170 1.427 -2.750  -0.344
C23 -2.899 2.495 -3.234  -0.688
C24 -4.262 2.564 -2.993  -0.698
C25 -4.893 1.552 -2.288  -0.794
C26 -4.168 0.471 -1.815  -0.826
C27 -2.235 -2.130 -2.919  1.215
C28 -3.458 -2.796 -2.887  -0.320
C29 -3.798 -3.665 -3.907  -0.803
C30 -2.945 -3.854 -4.983  -0.597
C31 -1.770 -3.125 -5.061  -0.863
C32 -1.421 -2.260 -4.040  -0.433
C33 -2.566 -2.086 2.325  2.203
C34 -1.930 -2.474 3.519  -0.529
C35 -2.627 -2.606 4.703  -0.923
C36 -3.987 -2.337 4.760  -0.720
C37 -4.632 -1.921 3.603  -0.899
C38 -3.944 -1.799 2.413  -0.872
P3 0.809 -1.286 0.924  3.618
C39 0.712 -0.408 2.583  2.210
C40 1.018 -1.336 3.705  -1.678
C41 0.996 -1.007 5.008  -0.771
C42 0.752 0.290 5.589  -0.955
C43 0.531 1.435 4.925  -1.190
C44 0.396 1.547 3.456  0.163
C45 2.390 -2.174 0.997  0.554
C46 3.538 -1.444 1.324  -0.481
C47 4.793 -2.008 1.195  -0.887
C48 4.921 -3.307 0.727  -0.719
C49 3.789 -4.037 0.397  -0.896
C50 2.529 -3.475 0.517  -0.664
H17 -0.505 -3.057 -0.010  0.780
H18 -0.360 -3.340 1.741  0.926
H19 -3.421 -1.068 0.124  0.233
H20 -3.024 -2.713 -0.431  0.716
H21 -1.101 1.352 -2.933  0.247
H22 -2.417 3.277 -3.797  0.526
H23 -4.830 3.401 -3.370  0.422
H24 -5.957 1.601 -2.108  0.469
H25 -4.695 -0.324 -1.308  0.317
H26 -4.167 -2.639 -2.088  0.192
H27 -4.734 -4.198 -3.858  0.449
H28 -3.203 -4.555 -5.761  0.415
H29 -1.123 -3.229 -5.917  0.446
H30 -0.506 -1.687 -4.104  0.408
H31 -0.874 -2.676 3.547  0.257
H32 -2.105 -2.925 5.593  0.462
H33 -4.536 -2.450 5.682  0.420
H34 -5.689 -1.700 3.625  0.436
H35 -4.517 -1.504 1.552  0.456
H36 1.345 -2.334 3.429  0.405
H37 1.239 -1.778 5.725  0.533
H38 0.803 0.338 6.667  0.476
H39 0.430 2.358 5.475  0.487
H40 0.163 2.568 3.158  0.610
H41 3.455 -0.429 1.672  0.121
H42 5.670 -1.430 1.450  0.534
H43 5.900 -3.749 0.623  0.456
H44 3.891 -5.048 0.033  0.494
H45 1.659 -4.050 0.236  0.430
Cl1 1.185 -2.494 -2.300  -0.265



# 3
Entry from the Open Molecules 2025 dataset: an isolated molecule of C7H12INO (the ωB97M-V functional and the def2-TZVPD basis).

As for the relative energy (zero: lowest compared OMol25 entry of this formula, charge and spin): 77.5 kcal per mole. The energy is -19087.007 eV. Its HOMO energy (spin up / spin down) is -8.4 / -8.3 eV. Its largest force on an atom is 4.4 eV Å⁻¹. Its net charge is 0.

Last column: Mulliken charge in e.
Cartesian coordinates (Å):
C1 -0.922 1.007 0.434  1.178
C2 0.357 -2.167 0.205  -0.441
C3 -0.648 -1.278 -0.512  -0.633
C4 0.764 -1.317 1.411  -0.640
C5 -0.425 0.194 -0.631  -0.030
C6 -0.833 2.533 0.371  -1.812
C7 0.206 0.757 -1.864  -0.535
N1 1.298 -0.017 1.123  -0.449
O1 -1.484 0.462 1.374  -0.633
I1 2.949 0.095 -0.030  0.031
H1 -0.218 -3.074 0.703  0.293
H2 1.259 -2.480 -0.414  0.294
H3 -0.642 -1.791 -1.483  0.290
H4 -1.551 -1.392 0.235  0.372
H5 -0.134 -1.239 2.045  0.423
H6 1.560 -1.909 1.974  0.386
H7 0.017 2.781 -0.123  0.540
H8 -0.707 3.115 1.275  0.369
H9 -1.729 2.926 0.039  0.418
H10 1.330 0.738 -1.578  -0.219
H11 -0.223 1.830 -1.908  0.279
H12 -0.223 0.225 -2.645  0.518



# 4
Entry from the Open Molecules 2025 dataset: a structure of composition C19H26CeClN3O (the ωB97M-V functional and the def2-TZVPD basis).

As for the relative energy (zero: lowest compared OMol25 entry of this formula, charge and spin): 30.8 kcal per mole. The energy is -52079.193 eV. Its HOMO energy (spin up / spin down) is -14.7 / -14.7 eV. Its largest force on an atom is 1.9 eV Å⁻¹. Its net charge is +2.

Last column: Mulliken charge in e.
Cartesian coordinates (Å):
C1 2.306 6.150 -1.642  1.040
C2 2.882 6.098 -3.063  -1.364
C3 1.166 7.174 -1.581  -1.374
C4 3.408 6.542 -0.650  -1.366
Cl1 1.664 4.522 -1.204  -0.204
H1 1.538 8.170 -1.846  0.353
H2 0.747 7.227 -0.569  0.372
H3 0.369 6.911 -2.287  0.369
H4 3.276 7.079 -3.348  0.351
H5 2.105 5.822 -3.786  0.368
H6 3.703 5.373 -3.122  0.372
H7 3.810 7.530 -0.902  0.352
H8 4.234 5.822 -0.683  0.370
H9 3.012 6.589 0.371  0.368
C5 -1.789 -1.102 -1.576  -0.425
C6 -2.259 0.087 -0.925  -0.658
C7 -1.511 1.203 -1.415  -0.223
H10 -3.085 0.134 -0.218  0.541
C8 -0.551 0.718 -2.350  -0.731
C9 -0.741 -0.702 -2.477  -0.346
H11 -0.208 -1.383 -3.151  0.539
H12 -2.195 -2.118 -1.473  0.557
H13 -1.713 2.258 -1.191  0.580
H14 0.156 1.330 -2.916  0.519
C10 1.024 -0.304 2.454  -0.377
C11 -0.321 -0.813 2.449  -0.384
C12 -1.182 0.271 2.067  -0.686
H15 -0.625 -1.826 2.745  0.571
C13 -0.376 1.428 1.825  -0.269
C14 0.986 1.070 2.032  -0.773
H16 1.844 1.742 1.961  0.514
H17 1.909 -0.867 2.782  0.601
H18 -2.270 0.229 2.035  0.538
H19 -0.747 2.439 1.624  0.560
Ce1 0.206 -0.614 -0.055  1.059
C15 -0.622 -6.078 -1.939  -1.072
N1 -0.055 -5.340 -0.813  0.076
C16 0.133 -5.967 0.382  -0.134
C17 0.654 -5.276 1.455  -0.989
C18 1.013 -3.919 1.241  0.723
N2 0.661 -3.254 0.136  -0.116
C19 0.252 -3.985 -0.977  0.272
O1 0.180 -3.445 -2.092  -0.646
N3 1.721 -3.177 2.173  -0.316
H20 -1.549 -6.585 -1.670  0.400
H21 0.055 -6.854 -2.296  0.371
H22 -0.832 -5.430 -2.787  0.336
H23 -0.126 -7.031 0.422  0.486
H24 0.864 -5.777 2.397  0.366
H25 1.883 -3.602 3.060  0.201
H26 2.555 -2.718 1.803  0.326



Question: Look up the energy of the fourth one.
Answer: -52079.193 eV



Question: Which value of largest force on an atom does entry 1 give?
Answer: 9.5 eV Å⁻¹



Question: net charge of number 4 (C19H26CeClN3O)?
Answer: +2